Entry 1:
{"formula": "C32H94N14O14", "method": "ωB97M-V with the def2-TZVPD basis set", "homo_lumo_gap_ev": 9.52, "largest_force_ev_per_a": 3.82, "lumo_ev": 0.496, "smiles": "COC[C@H](C)N.COC[C@H](C)N.COC[C@H](C)N.COC[C@H](C)N.COC[C@H](C)N.COC[C@H](C)N.NC(N)=O.NC(N)=O.NC(N)=O.NC(N)=O.OCCO.OCCO", "total_energy_ev": -84234.663, "elements": ["C", "C", "C", "O", "C", "N", "H", "H", "H", "H", "H", "H", "H", "H", "H", "H", "H", "C", "C", "C", "O", "C", "N", "H", "H", "H", "H", "H", "H", "H", "H", "H", "H", "H", "C", "C", "C", "O", "C", "N", "H", "H", "H", "H", "H", "H", "H", "H", "H", "H", "H", "C", "C", "C", "O", "C", "N", "H", "H", "H", "H", "H", "H", "H", "H", "H", "H", "H", "C", "C", "C", "O", "C", "N", "H", "H", "H", "H", "H", "H", "H", "H", "H", "H", "H", "C", "C", "C", "O", "C", "N", "H", "H", "H", "H", "H", "H", "H", "H", "H", "H", "H", "C", "O", "N", "N", "H", "H", "H", "H", "C", "O", "N", "N", "H", "H", "H", "H", "C", "O", "N", "N", "H", "H", "H", "H", "C", "O", "N", "N", "H", "H", "H", "H", "C", "C", "O", "O", "H", "H", "H", "H", "H", "H", "C", "C", "O", "O", "H", "H", "H", "H", "H", "H"], "positions_angstrom": [[2.2790, 4.0224, 1.7863], [3.6559, 4.4605, 1.2778], [4.1451, 3.5894, 0.0775], [4.1896, 2.1682, 0.3697], [5.1250, 1.8139, 1.3926], [3.5748, 5.9085, 0.8217], [1.8054, 4.6280, 2.6088], [2.2031, 3.0128, 2.2155], [1.5040, 4.0301, 0.9848], [4.3857, 4.3547, 2.0715], [5.1644, 3.8806, -0.2047], [3.4469, 3.6348, -0.8078], [5.5232, 0.7752, 1.2220], [4.6281, 1.7836, 2.3056], [5.9017, 2.5572, 1.5584], [3.5011, 6.3679, 1.7403], [4.5175, 6.1561, 0.4521], [0.2834, -4.9327, 4.5390], [-1.2075, -4.6812, 4.3590], [-1.9643, -5.8674, 3.8745], [-1.2939, -6.4706, 2.8062], [-1.7016, -5.9594, 1.5532], [-1.8541, -4.0737, 5.5447], [0.2629, -5.6726, 5.3599], [0.7481, -4.0448, 4.9202], [0.8067, -5.3626, 3.6838], [-1.3490, -3.9170, 3.5629], [-2.9576, -5.5710, 3.5329], [-1.9945, -6.5812, 4.6618], [-1.4785, -4.8553, 1.3894], [-2.7587, -6.1185, 1.4276], [-1.1434, -6.4312, 0.7663], [-1.8309, -4.8043, 6.2525], [-2.8331, -3.7775, 5.4105], [-3.1598, 0.8890, 2.7605], [-2.1768, 1.9446, 3.2844], [-0.9241, 1.4375, 3.9167], [-1.2402, 0.2708, 4.6520], [-0.2809, -0.1142, 5.5669], [-1.7634, 2.8592, 2.2230], [-4.0581, 1.2333, 2.2838], [-3.5197, 0.3219, 3.6188], [-2.6152, 0.1893, 2.1571], [-2.7497, 2.5454, 4.0197], [-0.4807, 2.2123, 4.5646], [-0.1336, 1.1728, 3.1646], [-0.4714, -1.1343, 5.8636], [-0.2470, 0.5539, 6.4698], [0.7067, -0.0477, 5.0984], [-1.4223, 2.4143, 1.4050], [-2.5092, 3.4279, 1.8767], [4.2708, 4.0697, -4.0014], [3.3855, 5.0671, -4.7832], [2.5192, 5.7821, -3.7776], [1.6054, 4.9134, -3.1568], [1.0505, 5.3738, -1.8721], [4.2193, 5.9843, -5.5640], [4.8190, 3.3187, -4.5754], [3.6482, 3.5098, -3.2655], [4.9963, 4.6383, -3.3925], [2.8041, 4.5157, -5.5046], [1.9939, 6.5105, -4.4024], [3.0271, 6.2595, -2.9535], [0.2998, 4.5993, -1.6273], [0.4891, 6.3370, -2.0251], [1.8118, 5.5893, -1.1186], [4.8393, 6.4859, -4.9134], [4.8799, 5.3954, -6.0493], [-4.1349, -2.1750, -0.0368], [-4.3123, -3.0623, 1.2483], [-5.1415, -2.2230, 2.2035], [-6.3491, -1.8220, 1.7212], [-7.1801, -1.1382, 2.6266], [-4.9094, -4.3764, 0.7517], [-4.0403, -1.1772, 0.3289], [-5.0355, -2.3119, -0.6251], [-3.2325, -2.4635, -0.6156], [-3.3650, -3.3532, 1.7144], [-4.5121, -1.3292, 2.3760], [-5.2891, -2.7026, 3.1969], [-6.9007, -0.0720, 2.7270], [-7.1419, -1.6182, 3.6086], [-8.1436, -1.1260, 2.1532], [-5.8444, -4.1763, 0.5278], [-4.8674, -5.0161, 1.5147], [0.2889, 1.3950, -0.3384], [0.4227, -0.0291, -0.7904], [-0.4927, -0.9131, 0.0225], [-0.4218, -0.6588, 1.3888], [-0.7381, -1.8334, 2.1303], [0.1316, -0.1443, -2.2600], [0.9116, 2.1169, -0.9611], [0.6042, 1.5303, 0.7023], [-0.7465, 1.7726, -0.4381], [1.4636, -0.3408, -0.6127], [-0.2679, -2.0028, -0.2034], [-1.5270, -0.7257, -0.3293], [-1.4709, -2.4712, 1.5291], [-1.0331, -1.4927, 3.1197], [0.1508, -2.3852, 2.3856], [0.5759, 0.6854, -2.6852], [0.5888, -0.9534, -2.6669], [3.3006, -0.9972, 3.4806], [4.2186, -0.4959, 4.1167], [2.3900, -0.2854, 2.6721], [3.1217, -2.3135, 3.2693], [2.2961, 0.6685, 2.9812], [1.5312, -0.6331, 2.2970], [3.7599, -2.9163, 3.7523], [2.4933, -2.7133, 2.5597], [-0.5864, -3.8339, -3.3918], [0.3923, -3.1522, -3.7393], [-1.7880, -3.4092, -2.9301], [-0.6278, -5.2265, -3.4194], [-2.0556, -2.4267, -2.9904], [-2.5285, -4.0992, -2.7797], [0.0624, -5.7208, -3.9670], [-1.3651, -5.7059, -2.9397], [3.5974, -0.4885, -3.0244], [3.6313, -1.6572, -2.7553], [3.7707, 0.4795, -2.1038], [3.2710, -0.0318, -4.2761], [3.8382, 1.4519, -2.3727], [4.2241, 0.3117, -1.2036], [2.7670, 0.8718, -4.1477], [2.5411, -0.6747, -4.5415], [2.0563, -3.3357, 0.2113], [1.8181, -3.8992, 1.2779], [1.3301, -3.5709, -0.8798], [2.9971, -2.3799, -0.0212], [0.8640, -4.5135, -0.8465], [1.6953, -3.3629, -1.7941], [3.5861, -2.0429, 0.7460], [3.2757, -2.1979, -0.9924], [-3.2400, 0.7424, -2.2155], [-4.6047, 1.0501, -2.7332], [-4.6346, 1.4336, -4.0773], [-2.6460, -0.3641, -2.8304], [-3.2782, 0.7062, -1.1063], [-2.6450, 1.6548, -2.3650], [-4.9621, 1.9209, -2.1890], [-5.1949, 0.1307, -2.6261], [-4.1594, 0.7419, -4.5404], [-1.6138, -0.2104, -2.7484], [0.0038, 1.8520, -5.9746], [-0.1730, 2.7668, -4.7853], [0.8371, 2.3268, -3.9180], [1.1975, 2.0710, -6.7288], [-0.8835, 2.0721, -6.6134], [-0.0647, 0.8065, -5.6597], [-1.1495, 2.6012, -4.2857], [-0.1404, 3.8717, -5.0154], [1.2468, 3.1881, -3.6348], [1.2873, 2.9834, -7.0734]], "forces_ev_per_angstrom": [[-1.60, 0.02, 0.31], [-0.67, -0.07, -1.19], [-0.77, -1.03, 0.19], [0.40, 0.78, -0.12], [0.27, -0.70, -1.02], [0.97, -1.09, 0.88], [0.92, 0.01, -0.77], [0.65, 0.05, -0.35], [0.68, 0.10, 0.26], [0.25, -0.05, 0.28], [-0.12, 0.30, -0.15], [0.66, 0.36, 0.92], [-0.22, 1.17, -0.12], [-1.06, -0.30, 1.81], [0.47, -0.01, -0.61], [-0.01, 0.42, -0.79], [-0.89, -0.08, 0.43], [-1.13, -0.96, 1.25], [-0.72, 2.66, -1.44], [0.36, 0.01, -0.67], [0.22, -0.40, -1.07], [0.63, 1.45, 0.15], [0.47, -0.49, 0.17], [0.72, 0.01, -0.13], [0.40, 0.48, 0.02], [-0.32, 0.25, 0.02], [0.30, -0.21, 0.27], [-0.37, -0.05, 0.38], [-0.39, -0.89, 0.77], [-0.26, -0.97, 0.57], [-0.57, -0.07, -0.30], [0.20, -0.63, -0.20], [-0.30, 0.32, 0.32], [0.80, -0.44, -0.19], [0.70, -0.74, 1.64], [-1.68, 1.11, -1.15], [1.06, -0.92, 0.28], [-1.01, 0.31, -0.28], [1.11, 0.71, 0.76], [0.27, 1.04, 0.56], [-0.11, 0.73, -0.52], [0.03, -0.21, 0.12], [0.13, -0.39, -0.71], [0.47, -0.15, -0.19], [-0.20, -0.11, -0.06], [-0.67, 0.24, 0.24], [-0.10, -0.28, 0.16], [-0.17, -0.47, -0.57], [0.23, -0.22, 0.10], [0.55, -0.96, -0.48], [-0.61, 0.38, 0.21], [-0.37, -0.37, 1.00], [1.88, -1.27, 1.01], [-0.96, 0.70, -0.74], [-0.72, -0.52, 1.04], [-0.81, 0.55, -1.69], [0.18, 0.56, 0.70], [-0.12, 0.25, -0.29], [0.29, 0.26, -0.45], [-0.16, -0.14, -0.25], [-0.66, -0.17, -0.08], [-0.27, 0.49, 0.46], [0.92, 0.51, -0.13], [0.67, 0.37, 0.30], [0.43, -0.78, -0.05], [0.09, -0.51, -0.02], [-0.44, 0.00, -0.22], [0.05, -0.09, -0.51], [0.88, -1.63, 0.90], [-0.84, -0.84, -2.25], [1.69, 0.07, 1.94], [-1.33, -0.20, -1.38], [0.71, 0.57, -0.26], [2.06, 1.65, 0.68], [0.10, 0.98, -0.30], [-0.02, 0.27, -0.24], [-0.63, 0.16, 0.27], [-0.14, 0.44, 0.05], [-0.04, -0.21, 0.32], [0.20, -0.12, -0.30], [0.26, -0.35, 0.13], [-0.36, 0.02, 0.00], [-0.67, -0.25, 0.22], [-1.60, 0.00, -0.31], [-0.34, -0.67, 0.52], [0.31, 1.89, -0.62], [0.80, -0.25, -0.40], [-0.67, -1.41, -1.71], [0.45, -0.15, 0.59], [-0.57, 0.03, -0.07], [0.10, 0.91, 0.57], [-0.50, -0.98, 0.63], [-0.07, -0.15, -0.21], [0.21, -0.31, 0.01], [-0.19, 0.06, 0.07], [-0.19, 1.23, 0.20], [0.15, -0.08, 0.08], [0.80, 0.78, 1.25], [-1.01, -0.03, -0.10], [0.58, -0.72, -0.62], [-0.40, -0.50, 0.00], [-0.07, -0.31, 0.10], [-0.54, 0.13, -1.81], [-0.87, 0.07, 0.01], [1.17, 1.49, 1.13], [0.20, -0.91, 0.42], [0.08, 0.18, -0.18], [-0.33, -0.63, -0.01], [0.05, -0.27, -0.07], [0.31, -0.04, 0.57], [0.19, -0.71, -0.38], [-1.52, -0.80, 0.48], [-0.60, 1.06, 0.24], [1.33, 0.42, -0.37], [0.09, -0.32, 0.24], [0.51, 0.83, -0.22], [-0.18, 0.04, 0.40], [0.10, -0.26, -0.24], [-0.05, 1.30, 0.43], [0.28, -2.23, 0.55], [0.88, 1.15, 1.31], [-1.49, 1.25, 0.07], [-0.06, -0.26, -0.13], [-0.46, -0.20, -0.58], [0.62, -0.54, -0.66], [0.00, -0.39, -1.00], [1.16, 0.65, 0.36], [0.08, 0.32, 0.47], [-2.01, -2.93, -1.40], [0.73, 0.28, 0.77], [0.57, 1.58, -0.09], [0.06, 0.27, -0.24], [-0.43, -0.42, -0.59], [0.01, 0.17, 0.46], [0.72, 1.30, 0.84], [-0.20, -0.55, 0.20], [0.29, 0.20, -0.69], [1.78, 0.18, -0.06], [-0.17, -0.62, -0.24], [0.25, -0.03, -0.34], [-0.47, -0.30, 0.34], [-0.45, 0.32, 0.44], [0.14, -0.13, -0.41], [-1.54, -0.49, 0.06], [-1.78, 1.58, -1.61], [-0.49, -0.53, -0.14], [1.40, 2.11, 1.41], [0.26, 0.06, 0.26], [0.38, -0.50, -0.02], [0.41, 0.21, -0.10], [0.15, -0.05, -0.50], [0.35, -1.07, 0.03], [0.01, -1.00, 0.28], [-0.57, -0.77, 0.49]]}

***

Entry 2:
{"formula": "C6H10O", "method": "ωB97M-V with the def2-TZVPD basis set", "homo_lumo_gap_ev": 8.23, "largest_force_ev_per_a": 0.35, "de_lowest_kcal_mol": 94.66, "lumo_ev": -0.066, "total_energy_ev": -8427.136, "elements": ["C", "O", "C", "C", "C", "C", "C", "H", "H", "H", "H", "H", "H", "H", "H", "H", "H"], "positions_angstrom": [[2.1244, 0.2650, 0.5430], [1.3993, -0.6691, 1.1389], [0.2156, -1.1497, -0.0889], [-1.1169, -1.1762, 0.2957], [-1.7652, 0.1708, 0.4191], [-0.8408, 1.0386, -0.4512], [0.1484, 0.0105, -0.9731], [3.0963, -0.0503, 0.1164], [2.2068, 1.2215, 1.0858], [1.5093, 0.5808, -0.4759], [0.6880, -2.0650, -0.4302], [-1.6552, -2.0938, 0.5298], [-2.7810, 0.1593, 0.0063], [-1.8504, 0.4926, 1.4668], [-1.3839, 1.5256, -1.2673], [-0.3351, 1.8247, 0.1251], [0.3404, -0.0854, -2.0404]], "forces_ev_per_angstrom": [[0.09, 0.21, -0.23], [-0.04, -0.03, 0.07], [-0.24, 0.01, -0.26], [0.05, -0.03, 0.04], [0.00, 0.01, 0.01], [0.04, 0.03, -0.02], [-0.20, -0.14, 0.03], [-0.19, 0.03, 0.11], [-0.02, -0.14, -0.08], [0.23, 0.03, 0.16], [-0.04, 0.12, 0.08], [0.11, 0.14, -0.05], [0.17, 0.01, 0.05], [0.02, -0.04, -0.14], [0.08, -0.10, 0.17], [-0.08, -0.15, -0.10], [0.02, 0.03, 0.17]]}

***

Entry 3:
{"formula": "C29H27BrMnN3O14P2", "method": "ωB97M-V with the def2-TZVPD basis set", "homo_lumo_gap_ev": [5.90, 5.89], "largest_force_ev_per_a": 2.64, "de_lowest_kcal_mol": 13.86, "lumo_ev": [1.321, 1.319], "s_squared": 8.75, "charge": -1, "spin_multiplicity": 6, "total_energy_ev": -183598.894, "elements": ["Mn", "C", "O", "C", "C", "C", "Br", "C", "C", "C", "O", "C", "N", "C", "C", "C", "C", "C", "C", "N", "H", "H", "H", "H", "H", "H", "H", "H", "H", "H", "H", "C", "C", "O", "P", "O", "O", "O", "P", "O", "O", "O", "H", "H", "H", "H", "H", "H", "H", "O", "C", "O", "C", "C", "C", "C", "C", "N", "H", "H", "H", "H", "O", "C", "C", "C", "C", "C", "C", "C", "O", "O", "H", "H", "H", "H", "H"], "positions_angstrom": [[0.5058, -0.7772, -0.4129], [1.0459, -0.8517, 3.0637], [0.3340, -0.2667, 1.9890], [-0.7682, 0.4739, 2.2801], [-1.1554, 0.7168, 3.5799], [-2.3421, 1.4032, 3.7876], [-2.7090, 1.7522, 5.5724], [-3.1357, 1.8889, 2.7742], [-2.7407, 1.6613, 1.4411], [-1.5857, 0.8957, 1.1630], [-1.2636, 0.5847, -0.0278], [-3.5347, 2.0951, 0.3521], [-3.2927, 1.8533, -0.9473], [-4.2363, 2.5440, -1.7564], [-4.4131, 2.6290, -3.1260], [-5.5229, 3.4085, -3.5525], [-6.3352, 4.0788, -2.6370], [-6.1330, 4.0384, -1.2609], [-5.1075, 3.2082, -0.8405], [-4.6298, 2.9054, 0.4559], [0.4726, -1.6470, 3.5550], [1.3511, -0.1391, 3.8279], [1.9566, -1.2915, 2.5868], [-0.4925, 0.3924, 4.3740], [-4.0528, 2.4256, 3.0554], [-2.5135, 1.2749, -1.2661], [-3.7985, 2.0644, -3.8312], [-5.7404, 3.5335, -4.5973], [-7.1442, 4.6752, -3.0333], [-6.8620, 4.5180, -0.5746], [-5.0680, 3.2825, 1.3281], [-0.8666, -5.1254, -1.1901], [-0.8529, -4.6777, 0.2391], [-1.1814, -5.8235, 1.0159], [-1.9854, -3.2473, 0.5567], [-3.4707, -3.8316, 0.3151], [-1.9197, -3.0807, 2.1489], [-1.5437, -2.1211, -0.3041], [0.8203, -4.0542, 0.8377], [1.8035, -5.3118, 0.6587], [0.5650, -3.9028, 2.3520], [1.2068, -2.8917, -0.0467], [-1.8740, -5.4595, -1.4943], [-0.1368, -5.9481, -1.3532], [-0.6103, -4.2924, -1.8559], [-1.0062, -5.7103, 1.9891], [-3.9631, -3.3060, -0.3981], [-0.9534, -3.2915, 2.4919], [2.3758, -5.1584, -0.1296], [0.6626, 1.1842, -4.1351], [0.6211, 0.9057, -2.9317], [0.1702, -0.1716, -2.4060], [1.1006, 1.9680, -1.9634], [1.4276, 3.2838, -2.4097], [1.8060, 4.2110, -1.4551], [1.9273, 3.8193, -0.1003], [1.5775, 2.5119, 0.2350], [1.1744, 1.6220, -0.6856], [1.2536, 3.5216, -3.4722], [1.9951, 5.2202, -1.8116], [2.3893, 4.4680, 0.6499], [1.6103, 2.1436, 1.2530], [4.4624, 0.3791, 1.4127], [5.3556, -0.2038, 0.6802], [6.7423, -0.0018, 0.9164], [7.6829, -0.4577, -0.0103], [7.3038, -1.1878, -1.1396], [5.9770, -1.4976, -1.3409], [4.9888, -0.9863, -0.5035], [3.4985, -1.1064, -0.8758], [3.1624, -1.6811, -1.9228], [2.7127, -0.4850, 0.0004], [3.3942, 0.0043, 0.7501], [7.0611, 0.4426, 1.8732], [8.7271, -0.2561, 0.1690], [8.0698, -1.5733, -1.7872], [5.6499, -2.1733, -2.1453]], "forces_ev_per_angstrom": [[0.05, 0.00, -0.58], [1.28, -1.03, -0.19], [-0.49, 0.53, -0.65], [-0.34, -0.36, 1.11], [1.14, -0.49, -1.64], [-0.80, 0.84, -0.49], [-0.60, 0.31, 1.04], [0.06, -0.01, 1.22], [-0.37, -0.24, 0.24], [0.78, -0.49, -1.16], [0.04, -0.01, 0.78], [0.04, 0.35, 0.07], [-1.09, 0.80, -0.82], [-0.20, 0.02, 1.44], [-0.98, 0.21, -0.29], [0.95, -0.36, 0.85], [0.12, 0.17, -0.28], [-0.65, -0.49, 0.25], [0.97, -0.14, 0.14], [-0.87, 0.51, -0.10], [-0.02, 0.12, -0.30], [0.09, 0.36, -0.21], [-0.82, 0.31, 0.53], [-0.52, 0.11, 0.10], [0.47, -0.23, -0.25], [0.20, -0.07, 0.47], [-0.09, 0.33, 0.28], [0.07, -0.15, -0.26], [-0.10, 0.04, 0.04], [0.82, -0.29, -0.45], [1.00, -0.79, -1.33], [0.06, 0.00, -1.09], [0.58, 0.19, 1.06], [-0.36, -0.41, 1.33], [1.24, -1.24, 0.68], [-0.78, 1.76, -1.40], [0.43, 0.05, -0.59], [-0.87, 0.11, 0.36], [-1.33, 0.46, 0.93], [0.71, 0.48, -0.99], [0.30, 0.13, -1.48], [0.02, -0.42, 0.86], [0.36, -0.09, 0.25], [-0.51, 0.46, 0.18], [0.10, -0.12, 0.16], [-0.01, 0.35, -1.50], [1.16, -1.06, 1.46], [-0.75, 0.02, -0.83], [-0.50, -0.15, 0.74], [-0.12, -0.01, 0.49], [-0.36, -0.60, -0.65], [0.29, 0.30, 0.00], [0.52, 1.17, 0.11], [-0.89, -0.97, 0.26], [0.05, -0.32, 0.09], [0.24, -0.22, -0.45], [0.08, 0.36, -0.81], [-0.09, 0.30, 0.20], [0.34, -0.16, 0.71], [0.19, -0.01, 0.42], [-0.49, -0.09, -0.25], [0.17, 0.07, 0.06], [-1.03, -0.30, 0.08], [0.48, -0.20, -1.56], [0.38, -0.55, -0.07], [-0.82, 0.15, 0.52], [0.36, -0.10, 0.39], [-0.79, -0.28, -0.15], [-0.69, 0.76, 0.94], [2.07, -0.94, -1.36], [-0.25, 1.26, 2.26], [-0.43, -0.73, -0.72], [0.50, 0.21, 0.51], [-0.25, 0.06, -0.67], [0.22, -0.01, 0.03], [0.15, -0.10, -0.27], [0.19, 0.57, 0.21]]}